(1)
93
Properties=species:S:1:pos:R:3 method="wB97M-V/def2-TZVPD" homo_energy_ev=-10.9 total_charge=+1 fmax_ev_per_a=1.59 e_tot_ha=-43200.92304
C -2.98 -3.21 -1.30
C -3.31 -2.51 -2.62
C -3.19 -0.94 -2.61
C -2.79 -0.46 -1.27
N -3.51 -0.33 -0.21
C -2.68 -0.21 0.99
C -1.38 0.42 0.49
N -0.19 -0.06 1.17
C 0.91 0.10 0.67
S 2.25 0.13 -0.10
P -1.44 2.27 0.81
O -0.50 2.65 1.85
O -1.15 3.11 -0.53
O -2.95 2.58 1.22
C -1.39 -0.02 -1.00
H -1.97 -2.99 -0.95
H -3.03 -4.28 -1.43
H -3.69 -2.93 -0.52
H -4.30 -2.81 -2.93
H -2.61 -2.87 -3.38
H -4.09 -0.46 -3.00
H -2.37 -0.69 -3.28
H -4.52 -0.44 -0.20
H -3.20 0.23 1.83
H -2.43 -1.21 1.36
H -1.48 2.68 -1.34
H -3.17 3.51 1.05
H -0.79 -0.92 -1.20
H -1.04 0.70 -1.74
Br -0.77 -4.88 0.76
C -1.26 -6.69 1.29
C -1.00 -7.66 0.18
Br -2.33 -7.51 -1.23
H -2.31 -6.66 1.58
H -0.65 -6.92 2.16
H -1.06 -8.68 0.54
H -0.03 -7.50 -0.29
Br 5.44 0.90 -1.40
C 6.14 -0.73 -0.61
C 6.66 -1.67 -1.67
Br 5.21 -2.56 -2.60
H 5.34 -1.17 -0.03
H 6.94 -0.41 0.05
H 7.25 -2.47 -1.21
H 7.26 -1.17 -2.42
Br -3.20 5.97 2.38
C -2.03 6.32 0.86
C -0.79 7.07 1.28
Br -1.18 8.94 1.64
H -2.62 6.86 0.13
H -1.76 5.35 0.45
H -0.06 7.06 0.48
H -0.35 6.66 2.18
Br 0.45 -7.21 -3.74
C 1.28 -8.97 -3.78
C 1.30 -9.60 -2.41
Br 2.64 -8.81 -1.26
H 2.27 -8.84 -4.20
H 0.67 -9.57 -4.46
H 1.55 -10.65 -2.48
H 0.34 -9.49 -1.90
Br 4.89 0.99 -6.75
C 6.14 0.81 -5.28
C 7.55 0.57 -5.75
Br 7.80 -1.26 -6.36
H 5.76 0.01 -4.65
H 6.08 1.75 -4.73
H 8.25 0.70 -4.92
H 7.83 1.22 -6.57
Br -2.68 4.47 8.92
C -3.22 4.96 7.11
C -2.03 5.05 6.19
Br -1.03 6.69 6.48
H -3.77 5.89 7.18
H -3.89 4.16 6.79
H -2.36 5.10 5.15
H -1.34 4.23 6.31
Br 3.37 1.41 -10.38
C 1.56 2.10 -10.20
C 1.43 3.00 -9.00
Br 1.39 1.98 -7.34
H 0.90 1.23 -10.15
H 1.37 2.65 -11.11
H 0.49 3.54 -9.04
H 2.25 3.70 -8.91
Br -1.17 2.76 11.94
C -3.00 3.18 12.47
C -3.04 4.14 13.63
Br -2.59 3.26 15.31
H -3.48 2.23 12.69
H -3.46 3.63 11.59
H -4.05 4.53 13.76
H -2.34 4.96 13.51

=====

(2)
76
Properties=species:S:1:pos:R:3 method="wB97M-V/def2-TZVPD" multiplicity=2 homo_energy_ev="-10.7 / -11.5" total_charge=+1 s_squared=0.755 fmax_ev_per_a=11.05 e_tot_ha=-1356.10559 e_above_lowest_kcal_mol=171.4
C 5.06 1.21 5.58
C 4.90 2.09 4.20
F 4.20 3.36 4.51
C 4.20 1.17 3.05
C 2.62 1.48 2.74
N 2.32 2.86 2.21
C 3.33 3.37 1.44
O 4.40 4.10 0.99
C 2.07 0.29 1.75
C 1.26 -0.92 2.51
C 2.26 -1.92 3.40
C 0.67 -1.90 1.30
N 0.05 -0.49 3.31
O -0.40 -1.44 4.14
C 0.23 0.85 3.98
C -0.40 0.71 5.53
C -0.75 1.97 3.24
C 1.78 1.35 4.18
H 6.17 0.86 5.69
H 4.39 0.25 5.63
H 4.73 1.88 6.51
H 5.99 2.38 3.83
H 4.24 0.05 3.46
H 4.89 1.14 2.07
H 2.95 -0.19 1.14
H 1.31 0.73 0.95
H 3.27 -2.16 2.82
H 1.72 -2.92 3.73
H 2.61 -1.39 4.41
H 0.53 -2.97 1.82
H 1.55 -2.04 0.53
H -0.33 -1.52 0.84
H 0.24 0.01 6.21
H -1.55 0.48 5.51
H -0.29 1.81 5.99
H -1.09 2.79 4.03
H -1.75 1.41 2.94
H -0.29 2.42 2.26
H 1.73 2.46 4.60
H 2.36 0.70 4.97
C -0.91 -3.18 -5.78
C -0.48 -1.79 -5.34
C -0.68 -1.51 -3.84
C -2.10 -1.56 -3.25
N -3.03 -0.32 -3.41
C -3.26 0.15 -4.84
C -4.17 -0.90 -5.43
C -5.14 -1.24 -4.31
C -4.47 -0.81 -3.02
C -2.70 0.85 -2.46
C -1.34 1.52 -2.69
C -0.34 1.14 -1.60
H -1.97 -3.36 -5.60
H -0.73 -3.30 -6.85
H -0.34 -3.95 -5.25
H -0.98 -1.05 -5.96
H 0.58 -1.69 -5.55
H -0.17 -0.58 -3.62
H -0.10 -2.28 -3.31
H -2.01 -1.70 -2.16
H -2.64 -2.43 -3.64
H -3.77 1.12 -4.79
H -2.31 0.29 -5.35
H -3.61 -1.79 -5.73
H -4.69 -0.53 -6.33
H -5.38 -2.31 -4.30
H -6.08 -0.70 -4.44
H -4.39 -1.60 -2.27
H -5.01 0.04 -2.58
H -2.81 0.48 -1.44
H -3.48 1.60 -2.63
H -1.48 2.61 -2.63
H -0.95 1.33 -3.69
H -0.62 1.59 -0.64
H 0.66 1.50 -1.86
H -0.28 0.06 -1.45